[1]
Computed, not measured: a molecular structure, C42H37BrCl2N10O3PbS5, with ωB97M-V/def2-TZVPD.

Last column: Mulliken charge in e.
CARTESIAN COORDINATES (ANGSTROEM)
Pb: -1.67 0.48 0.74  1.31
Br: -1.78 -6.39 -3.21  -0.27
C: -2.09 -4.79 -2.20  -0.30
C: -2.54 -4.88 -0.88  -0.29
C: -2.80 -3.74 -0.19  -0.49
C: -2.61 -2.42 -0.74  0.16
O: -3.00 -1.44 -0.04  -0.93
C: -2.09 -2.37 -2.09  1.12
C: -1.81 -1.20 -2.87  -1.21
N: -1.68 0.02 -2.51  0.33
C: -1.30 0.96 -3.44  -0.01
C: -0.45 0.69 -4.50  -0.19
C: -0.12 1.66 -5.45  -1.02
C: -0.62 2.93 -5.37  -0.88
C: -1.45 3.28 -4.29  1.44
C: -1.98 4.58 -4.13  -0.72
C: -2.80 4.85 -3.07  -0.82
C: -3.05 3.83 -2.14  -0.24
N: -2.57 2.62 -2.25  -0.25
C: -1.79 2.31 -3.30  0.13
C: -1.88 -3.58 -2.79  -0.87
H: -2.68 -5.85 -0.42  0.45
H: -3.13 -3.78 0.84  0.44
H: -1.73 -1.43 -3.95  0.59
H: -0.04 -0.31 -4.60  0.42
H: 0.54 1.39 -6.27  0.37
H: -0.37 3.67 -6.12  0.35
H: -1.74 5.34 -4.86  0.37
H: -3.23 5.83 -2.92  0.38
H: -3.68 4.01 -1.26  0.46
H: -1.53 -3.53 -3.82  0.35
S: -7.39 0.23 5.78  -0.38
C: -6.13 0.27 4.71  0.09
S: -4.61 -0.50 4.96  -0.14
C: -3.81 -0.02 3.47  0.03
C: -4.57 0.74 2.64  -0.10
S: -4.11 1.45 1.12  -0.40
S: -6.20 1.09 3.19  -0.14
S: -2.17 -0.52 3.25  -0.49
C: 0.93 6.22 0.50  -0.66
C: 1.35 4.80 0.16  -0.70
N: 0.28 3.90 0.50  0.23
C: -0.42 3.99 1.67  -0.15
N: -1.02 2.96 2.13  0.13
C: -1.80 3.07 3.35  -0.03
C: -2.37 4.47 3.55  -0.70
C: -1.22 5.46 3.46  -0.71
N: -0.53 5.29 2.20  0.22
C: 0.52 6.25 1.96  -0.71
H: 0.09 6.51 -0.12  0.30
H: 1.76 6.92 0.32  0.39
H: 2.28 4.55 0.70  0.32
H: 1.55 4.68 -0.91  0.35
H: 0.42 2.95 0.18  -0.16
H: -1.17 2.79 4.20  0.23
H: -2.61 2.34 3.30  -0.29
H: -2.87 4.55 4.52  0.41
H: -3.09 4.68 2.76  0.26
H: -0.54 5.33 4.31  0.30
H: -1.60 6.49 3.49  0.39
H: 1.40 6.06 2.60  0.30
H: 0.13 7.24 2.23  0.38
Cl: 3.67 -6.18 0.28  -0.26
C: 3.88 -4.78 -0.73  0.78
C: 5.17 -4.50 -1.13  -0.75
C: 5.45 -3.42 -1.95  -0.50
C: 4.40 -2.61 -2.36  -0.67
C: 3.12 -2.87 -1.95  0.56
Cl: 1.85 -1.78 -2.41  0.13
C: 2.78 -3.97 -1.12  -0.39
N: 1.46 -4.20 -0.83  0.34
C: 0.95 -4.90 0.31  -0.28
C: 0.33 -6.12 0.14  -0.46
C: -0.26 -6.76 1.22  -0.77
C: -0.23 -6.16 2.47  -0.67
C: 0.41 -4.94 2.63  -1.00
C: 1.02 -4.29 1.56  1.27
C: 1.70 -2.97 1.71  -1.16
C: 0.93 -1.78 1.05  0.53
O: 1.46 -0.65 1.23  -0.99
O: -0.10 -2.03 0.41  0.39
H: 5.97 -5.15 -0.79  0.42
H: 6.46 -3.22 -2.27  0.37
H: 4.58 -1.75 -2.99  0.42
H: 0.85 -3.44 -1.09  -0.53
H: 0.32 -6.57 -0.85  0.49
H: -0.74 -7.72 1.08  0.43
H: -0.70 -6.64 3.31  0.39
H: 0.44 -4.47 3.61  0.41
H: 2.70 -3.00 1.26  0.11
H: 1.82 -2.71 2.77  0.66
N: 4.03 -0.58 1.53  -0.17
C: 4.79 0.28 0.85  0.61
N: 6.11 0.42 1.23  -0.49
N: 4.43 1.01 -0.17  -0.77
C: 3.25 1.14 -0.72  0.65
N: 2.32 1.41 -1.35  -0.58
H: 4.42 -0.98 2.37  0.19
H: 2.95 -0.61 1.41  0.12
H: 6.54 -0.37 1.67  0.20
H: 6.67 0.87 0.52  0.28

Properties
- E_LUMO (hartree) = 0.1374
- energy above the lowest of the compared OMol25 structures with the same formula, charge and spin (kJ/mol) = 0.00
- orbital gap (eV) = 5.5
- net charge = -2

***

[2]
Computed, not measured: a molecular structure, C42H37IrN5O6S3, with ωB97M-V/def2-TZVPD.

Last column: Mulliken charge in e.
CARTESIAN COORDINATES (ANGSTROEM)
Ir: 0.19 0.28 0.18  3.57
C: -5.54 12.64 -1.92  -0.84
O: -4.79 12.24 -0.78  -0.46
C: -4.31 10.97 -0.75  0.94
C: -3.60 10.62 0.39  -0.77
C: -3.08 9.35 0.52  -0.44
C: -3.25 8.40 -0.49  0.39
C: -3.97 8.76 -1.62  -0.83
C: -4.50 10.04 -1.76  -0.47
C: -2.71 7.05 -0.39  0.24
N: -2.86 6.10 -1.29  -0.85
C: -2.19 5.02 -0.80  0.94
C: -1.62 5.30 0.42  -0.02
N: -1.96 6.61 0.67  -0.10
C: -0.84 4.36 1.16  0.64
C: -0.21 4.61 2.38  -1.08
C: 0.54 3.61 2.95  -1.13
C: 0.64 2.37 2.31  -0.33
N: 0.03 2.11 1.17  0.05
C: -0.69 3.09 0.58  0.07
C: -1.29 2.79 -0.67  0.07
N: -1.06 1.56 -1.12  -0.15
C: -1.52 1.20 -2.31  -0.40
C: -2.27 2.08 -3.10  -1.15
C: -2.53 3.34 -2.64  -0.77
C: -2.03 3.73 -1.39  0.62
H: -5.84 13.66 -1.73  0.24
H: -6.43 12.02 -2.04  0.34
H: -4.94 12.59 -2.82  0.35
H: -3.46 11.36 1.17  0.42
H: -2.53 9.12 1.42  0.26
H: -4.11 8.03 -2.40  0.46
H: -5.05 10.28 -2.66  0.40
H: -1.70 7.16 1.47  0.18
H: -0.31 5.57 2.87  0.45
H: 1.05 3.76 3.89  0.54
H: 1.26 1.61 2.74  0.59
H: -1.28 0.20 -2.63  0.63
H: -2.62 1.74 -4.07  0.45
H: -3.10 4.06 -3.22  0.61
O: -2.13 -0.88 -0.55  -0.28
S: -3.41 -1.65 -0.64  -0.12
C: -2.88 -3.36 -0.88  -1.13
C: -1.89 -3.84 0.17  0.99
C: -0.90 -4.87 -0.41  -1.17
C: 0.18 -4.31 -1.35  -0.87
S: 1.36 -3.11 -0.66  -0.30
O: 0.55 -1.98 -0.10  -1.02
C: 1.85 -4.05 0.77  0.91
C: 1.27 -3.75 2.00  -0.16
C: 1.67 -4.47 3.12  -0.82
C: 2.63 -5.47 3.01  -0.61
C: 3.19 -5.76 1.77  -0.60
C: 2.81 -5.04 0.64  -0.62
C: -4.08 -1.75 1.02  0.73
C: -4.98 -2.74 1.39  -0.57
C: -5.55 -2.71 2.65  -0.62
C: -5.22 -1.68 3.53  -0.65
C: -4.34 -0.69 3.15  -0.47
C: -3.76 -0.72 1.89  -0.42
H: -2.43 -3.30 -1.88  0.43
H: -3.78 -3.97 -0.97  0.57
H: -2.42 -4.28 1.01  0.52
H: -1.34 -2.98 0.54  -0.87
H: -1.46 -5.62 -0.99  0.47
H: -0.42 -5.40 0.40  0.43
H: -0.24 -3.79 -2.21  0.50
H: 0.82 -5.12 -1.72  0.63
H: 0.52 -2.98 2.05  0.27
H: 1.23 -4.25 4.08  0.50
H: 2.94 -6.02 3.88  0.40
H: 3.94 -6.53 1.68  0.42
H: 3.26 -5.25 -0.32  0.46
H: -5.25 -3.54 0.70  0.36
H: -6.24 -3.49 2.95  0.41
H: -5.67 -1.66 4.52  0.39
H: -4.10 0.12 3.83  0.49
H: -3.05 0.04 1.57  0.30
O: -0.63 -0.49 2.01  -0.52
N: 0.14 -0.56 3.09  0.50
C: -0.48 -0.73 4.28  -0.40
C: 0.25 -0.88 5.43  -0.80
C: 1.65 -0.86 5.35  -0.52
C: 2.25 -0.68 4.13  -1.07
C: 1.48 -0.51 2.97  0.79
S: 2.13 -0.19 1.43  -0.58
H: -1.55 -0.75 4.22  0.31
H: -0.27 -1.02 6.37  0.47
H: 2.25 -0.97 6.24  0.45
H: 3.33 -0.65 4.03  0.50
O: 1.26 -0.09 -2.06  -0.54
C: 2.00 0.88 -1.85  -0.04
O: 1.87 1.62 -0.83  -0.56
H: 2.79 1.12 -2.57  0.46

Properties
- E_LUMO (hartree) = -0.0987
- energy above the lowest of the compared OMol25 structures with the same formula, charge and spin (kJ/mol) = 335.32
- orbital gap (eV) = 7.1
- net charge = +1

***

[3]
Computed, not measured: a molecular structure, C42H37MnN3O10P2S4, with ωB97M-V/def2-TZVPD.

Last column: Löwdin spin population.
CARTESIAN COORDINATES (ANGSTROEM)
Mn: 0.02 -0.17 -0.12  0.99
C: -0.16 0.36 4.32  0.00
C: -1.53 0.46 4.55  -0.01
C: -2.40 0.28 3.50  0.00
C: -1.90 -0.01 2.23  -0.01
N: -0.57 -0.07 1.99  -0.01
C: 0.26 0.10 3.02  0.00
C: -2.73 -0.26 1.05  0.00
C: -4.12 -0.41 1.11  0.00
C: -4.84 -0.61 -0.05  0.00
C: -4.15 -0.67 -1.27  0.00
C: -2.77 -0.54 -1.31  0.01
C: -2.00 -0.32 -0.15  -0.01
H: 0.57 0.49 5.10  0.00
H: -1.91 0.69 5.54  0.00
H: -3.47 0.36 3.66  0.00
H: 1.32 0.03 2.81  0.00
H: -4.65 -0.38 2.06  0.00
H: -5.91 -0.73 -0.01  0.00
H: -4.71 -0.83 -2.19  0.00
H: -2.27 -0.59 -2.26  0.00
C: -5.90 5.16 1.29  0.00
C: -4.63 4.66 0.66  0.00
C: -4.07 5.32 -0.43  0.00
C: -2.92 4.84 -1.04  0.00
C: -2.32 3.68 -0.57  0.00
C: -2.86 3.02 0.52  0.00
C: -4.01 3.51 1.13  0.00
S: -0.87 3.05 -1.39  0.00
O: -0.17 4.25 -1.81  0.00
O: -1.39 2.19 -2.43  0.00
N: -0.08 2.18 -0.33  -0.01
C: 0.79 2.80 0.53  0.00
C: 0.76 4.10 0.99  0.00
C: 1.78 4.60 1.83  0.00
C: 2.84 3.84 2.22  0.00
C: 2.91 2.49 1.80  0.00
C: 3.98 1.62 2.12  0.00
C: 3.98 0.33 1.66  0.00
C: 2.87 -0.13 0.91  0.00
N: 1.86 0.66 0.62  0.01
C: 1.88 1.97 0.99  0.00
H: -5.95 6.25 1.27  0.00
H: -5.98 4.84 2.33  0.00
H: -6.78 4.79 0.76  0.00
H: -4.53 6.23 -0.80  0.00
H: -2.47 5.37 -1.88  0.00
H: -2.38 2.12 0.88  0.00
H: -4.42 2.97 1.97  0.00
H: -0.02 4.77 0.67  0.00
H: 1.71 5.64 2.14  0.00
H: 3.64 4.24 2.84  0.00
H: 4.79 2.00 2.72  0.00
H: 4.79 -0.35 1.87  0.00
H: 2.80 -1.15 0.56  0.00
C: 2.44 -1.51 -4.49  0.00
C: 2.86 -0.23 -3.80  0.00
O: 3.37 0.68 -4.80  0.00
P: 4.20 -0.50 -2.60  0.00
O: 4.52 0.96 -2.06  0.00
O: 5.46 -0.81 -3.55  0.00
O: 3.98 -1.52 -1.57  0.00
P: 1.50 0.69 -2.94  0.00
O: 0.58 1.05 -4.21  0.00
O: 2.25 1.91 -2.45  0.00
O: 0.66 -0.12 -2.01  0.01
H: 3.28 -1.96 -5.02  0.00
H: 1.65 -1.29 -5.21  0.00
H: 2.06 -2.23 -3.76  0.00
H: 3.24 1.57 -4.44  0.00
H: 3.65 1.49 -2.06  0.00
H: 6.28 -0.47 -3.17  0.00
H: -0.21 1.50 -3.85  0.00
O: 0.38 -2.14 0.08  0.02
C: 0.57 -3.46 0.06  0.00
C: 2.02 -3.86 0.38  0.00
C: 2.67 -3.61 1.56  0.00
C: 4.03 -4.01 1.54  0.00
C: 4.39 -4.58 0.35  0.00
S: 3.08 -4.60 -0.75  0.00
C: -0.31 -4.14 1.15  0.00
C: -1.22 -3.47 1.90  0.00
C: -1.86 -4.29 2.87  0.00
C: -1.42 -5.58 2.83  0.00
S: -0.21 -5.79 1.63  0.00
C: 0.16 -4.03 -1.32  0.00
C: -0.07 -3.24 -2.41  0.00
C: -0.41 -3.97 -3.58  0.00
C: -0.43 -5.31 -3.37  0.00
S: -0.06 -5.70 -1.74  0.00
H: 2.17 -3.14 2.39  0.00
H: 4.71 -3.89 2.37  0.00
H: 5.36 -4.94 0.06  0.00
H: -1.40 -2.42 1.73  0.00
H: -2.62 -3.94 3.55  0.00
H: -1.74 -6.41 3.44  0.00
H: 0.02 -2.16 -2.33  0.00
H: -0.62 -3.51 -4.53  0.00
H: -0.66 -6.10 -4.07  0.00

Properties
- E_LUMO (alpha / beta) (hartree) = 0.1481 / 0.1481
- multiplicity = 2
- energy above the lowest of the compared OMol25 structures with the same formula, charge and spin (kJ/mol) = 22.36
- orbital gap (alpha / beta) (eV) = 5.8 / 5.1
- net charge = -2

***

[4]
Computed, not measured: a molecular structure, C42H38Br2CoGeN7O3P, with ωB97M-V/def2-TZVPD.

Last column: Löwdin spin population.
CARTESIAN COORDINATES (ANGSTROEM)
Co: -0.25 0.30 -0.14  0.92
C: 4.98 -0.35 1.28  0.00
N: 3.66 -0.68 0.76  0.00
C: 3.23 -1.93 0.40  0.00
C: 1.95 -1.79 -0.04  0.00
N: 1.60 -0.48 0.03  -0.01
C: 2.64 0.18 0.52  0.00
P: 2.69 1.96 0.91  0.00
C: 1.23 1.96 2.00  0.00
N: 0.19 1.16 1.83  0.02
C: -0.69 1.44 2.84  0.00
C: -0.18 2.44 3.62  0.00
N: 1.05 2.76 3.08  0.00
C: 1.95 3.81 3.55  0.00
C: 1.84 2.56 -0.58  0.00
N: 0.61 2.21 -0.89  0.02
C: 0.28 2.88 -2.04  0.00
C: 1.34 3.67 -2.41  0.00
N: 2.32 3.45 -1.48  0.00
C: 3.63 4.11 -1.45  0.00
H: 5.57 -1.25 1.34  0.00
H: 4.90 0.08 2.28  0.00
H: 5.48 0.36 0.63  0.00
H: 3.86 -2.81 0.50  0.00
H: 1.25 -2.54 -0.37  0.00
H: -1.61 0.89 2.94  0.00
H: -0.56 2.94 4.50  0.00
H: 1.67 4.09 4.57  0.00
H: 1.88 4.69 2.92  0.00
H: 2.97 3.45 3.55  0.00
H: -0.67 2.76 -2.52  0.00
H: 1.48 4.34 -3.24  0.00
H: 3.84 4.50 -2.44  0.00
H: 4.40 3.40 -1.18  0.00
H: 3.63 4.93 -0.74  0.00
Br: -0.60 -1.00 -5.07  0.00
C: -1.90 -0.28 -3.91  0.00
C: -3.17 0.00 -4.40  0.00
C: -4.12 0.59 -3.60  0.00
Br: -5.83 0.98 -4.34  0.00
C: -3.80 0.98 -2.28  0.00
C: -4.67 1.64 -1.38  0.00
C: -4.22 2.03 -0.15  0.00
C: -2.88 1.80 0.19  0.00
N: -2.06 1.15 -0.60  -0.01
C: -2.50 0.70 -1.81  0.00
C: -1.52 -0.01 -2.59  0.00
O: -0.39 -0.31 -2.07  0.02
H: -3.42 -0.25 -5.42  0.00
H: -5.70 1.82 -1.67  0.00
H: -4.87 2.54 0.55  0.00
H: -2.47 2.16 1.13  0.00
O: -0.13 -2.74 1.36  0.00
C: -1.20 -2.11 1.42  0.00
O: -1.46 -1.02 0.80  0.03
C: -2.31 -2.69 2.31  0.00
C: -3.73 -2.16 2.12  0.00
Ge: -4.83 -3.17 0.86  0.00
C: -4.75 -5.05 1.39  0.00
C: -4.63 -5.41 2.73  0.00
C: -4.65 -6.75 3.12  0.00
C: -4.81 -7.75 2.17  0.00
C: -4.93 -7.40 0.82  0.00
C: -4.90 -6.07 0.44  0.00
C: -6.71 -2.63 1.04  0.00
C: -7.20 -1.49 0.41  0.00
C: -8.53 -1.11 0.54  0.00
C: -9.40 -1.88 1.30  0.00
C: -8.93 -3.03 1.92  0.00
C: -7.60 -3.41 1.79  0.00
C: -4.38 -3.02 -1.03  0.00
C: -5.38 -3.23 -1.98  0.00
C: -5.10 -3.20 -3.34  0.00
C: -3.80 -2.95 -3.77  0.00
C: -2.79 -2.73 -2.84  0.00
C: -3.08 -2.77 -1.48  0.00
H: -1.97 -2.47 3.33  0.00
H: -2.26 -3.77 2.19  0.00
H: -3.71 -1.11 1.81  0.00
H: -4.29 -2.20 3.06  0.00
H: -4.50 -4.64 3.49  0.00
H: -4.55 -7.01 4.17  0.00
H: -4.83 -8.79 2.47  0.00
H: -5.04 -8.18 0.08  0.00
H: -5.00 -5.81 -0.61  0.00
H: -6.53 -0.89 -0.20  0.00
H: -8.90 -0.23 0.03  0.00
H: -10.44 -1.59 1.40  0.00
H: -9.61 -3.65 2.51  0.00
H: -7.25 -4.31 2.27  0.00
H: -6.40 -3.43 -1.65  0.00
H: -5.89 -3.36 -4.07  0.00
H: -3.57 -2.91 -4.83  0.00
H: -1.78 -2.52 -3.17  0.00
H: -2.28 -2.58 -0.76  0.00

Properties
- E_LUMO (alpha / beta) (hartree) = -0.0005 / -0.0006
- multiplicity = 2
- orbital gap (alpha / beta) (eV) = 6.8 / 6.7

***

[5]
Computed, not measured: a molecular structure, C42H38N5PSn, with ωB97M-V/def2-TZVPD.

Last column: Mulliken charge in e.
CARTESIAN COORDINATES (ANGSTROEM)
Sn: 0.83 -0.30 0.01  1.67
C: -0.34 -2.63 -3.84  -1.05
C: 0.36 -1.81 -2.94  -0.30
N: 0.10 -1.77 -1.65  0.24
C: -0.89 -2.56 -1.16  0.48
C: -1.68 -3.38 -1.99  1.10
C: -1.36 -3.40 -3.36  -0.66
C: -2.74 -4.12 -1.42  -0.97
C: -2.99 -4.03 -0.09  -1.15
C: -2.19 -3.23 0.76  -0.04
C: -1.13 -2.52 0.25  -0.87
N: -0.27 -1.70 0.97  0.37
C: 0.07 -1.85 2.31  -0.01
C: -0.12 -2.96 3.10  -0.75
C: 0.26 -2.96 4.46  -0.96
C: 0.84 -1.87 5.05  -1.00
C: 1.11 -0.73 4.25  0.96
C: 1.75 0.43 4.74  -0.72
C: 2.04 1.47 3.90  -1.28
C: 1.71 1.36 2.55  -0.08
N: 1.08 0.30 2.08  0.51
C: 0.75 -0.74 2.90  0.09
H: -0.06 -2.63 -4.88  0.49
H: 1.17 -1.18 -3.31  0.61
H: -1.94 -4.03 -4.03  0.48
H: -3.34 -4.75 -2.07  0.47
H: -3.82 -4.57 0.35  0.43
H: -2.43 -3.17 1.81  0.76
H: -0.58 -3.85 2.69  0.82
H: 0.07 -3.84 5.05  0.46
H: 1.10 -1.87 6.10  0.47
H: 2.02 0.48 5.79  0.50
H: 2.53 2.37 4.26  0.54
H: 1.97 2.13 1.84  0.32
C: -1.46 2.53 2.18  -0.79
C: -2.38 3.08 1.13  0.51
C: -3.44 3.91 1.49  -1.03
C: -4.30 4.43 0.54  -0.78
C: -4.13 4.13 -0.80  -0.90
C: -3.09 3.30 -1.18  -0.55
C: -2.21 2.77 -0.23  0.26
P: -0.85 1.74 -0.83  1.37
C: -1.37 1.13 -2.44  1.01
C: -0.72 1.59 -3.59  -0.87
C: -1.09 1.12 -4.84  -0.90
C: -2.12 0.19 -4.94  -0.91
C: -2.77 -0.26 -3.80  -0.45
C: -2.42 0.20 -2.53  0.78
C: -3.19 -0.24 -1.32  -1.66
C: 0.56 2.89 -0.95  0.76
C: 0.37 4.24 -0.66  -1.23
C: 1.45 5.06 -0.37  -0.75
C: 2.73 4.52 -0.31  -0.79
C: 2.93 3.18 -0.58  -0.65
C: 1.86 2.36 -0.93  0.47
C: 2.06 0.93 -1.27  -1.44
H: -1.74 2.89 3.17  0.56
H: -0.44 2.85 1.99  0.12
H: -1.48 1.44 2.20  0.08
H: -3.58 4.15 2.54  0.46
H: -5.11 5.08 0.85  0.42
H: -4.80 4.54 -1.55  0.46
H: -2.96 3.06 -2.23  0.59
H: 0.07 2.32 -3.51  0.56
H: -0.59 1.49 -5.73  0.47
H: -2.43 -0.17 -5.91  0.45
H: -3.58 -0.96 -3.89  0.51
H: -3.86 -1.07 -1.56  0.43
H: -3.79 0.58 -0.93  0.44
H: -2.54 -0.57 -0.51  0.20
H: -0.63 4.65 -0.66  0.50
H: 1.29 6.11 -0.18  0.48
H: 3.57 5.15 -0.05  0.44
H: 3.93 2.77 -0.55  0.47
H: 3.10 0.62 -1.28  0.80
H: 1.60 0.73 -2.24  0.21
C: 4.48 -4.33 1.53  -0.90
N: 4.64 -3.00 0.94  0.03
C: 5.99 -2.43 0.83  -0.91
C: 3.59 -2.27 0.68  0.55
N: 2.66 -1.63 0.44  -0.74
H: 4.76 -4.31 2.58  0.32
H: 5.12 -5.03 1.00  0.33
H: 3.44 -4.65 1.43  0.30
H: 6.40 -2.26 1.83  0.33
H: 5.95 -1.49 0.29  0.31
H: 6.62 -3.13 0.29  0.32

Properties
- E_LUMO (hartree) = -0.2005
- energy above the lowest of the compared OMol25 structures with the same formula, charge and spin (kJ/mol) = 0.00
- orbital gap (eV) = 7.1
- net charge = +2

***

Number 1: maximum force 0.954 eV/Å, DFT total energy -219716.1502 eV. Number 2: maximum force 5.583 eV/Å, DFT total energy -99228.3669 eV. Number 3: maximum force 1.692 eV/Å, DFT total energy -162346.7787 eV. Number 4: maximum force 0.794 eV/Å, DFT total energy -304263.2209 eV. Number 5: maximum force 0.996 eV/Å, DFT total energy -66730.8435 eV.